Entry 1:
C76H184N12O21 | ωB97M-V/def2-TZVPD

SMILES string: CC1(C)CCCC(C)(C)N1O.CC1(C)CCCC(C)(C)N1O.COC[C@H](C)N.COCCNCCOC.COCCNCCOC.COCCNCCOC.COCCNCCOC.COCCNCCOC.COCCNCCOC.COCCNCCOC.COCCNCCOC.COCCNCCOC
Highest occupied orbital energy: -0.29806 Eh
Max |F|: 2.55 eV/A
LUMO: 0.4 eV
M: 1602.4 g mol⁻¹
Frontier orbital gap: 8.5 eV
Calculated total energy: -142657.3066 eV
Energy above the lowest of the compared OMol25 structures with the same formula, charge and spin: 0.0 kcal/mol

ORCA input file:
```
! RIJCOSX wB97M-V def2-TZVPD def2/J DEFGRID3
* xyz 0 1
C 15.230 24.874 25.949
C 16.446 24.148 25.372
C 17.787 24.509 25.932
O 18.052 25.879 25.757
C 19.338 26.220 26.230
N 16.276 22.687 25.450
H 14.288 24.431 25.639
H 15.311 25.925 25.646
H 15.186 24.895 27.043
H 16.491 24.330 24.291
H 18.611 23.930 25.496
H 17.873 24.293 27.011
H 19.431 27.303 26.252
H 20.101 25.754 25.600
H 19.423 25.839 27.254
H 15.307 22.483 25.217
H 16.483 22.378 26.390
C 21.762 16.332 26.492
O 20.947 16.828 27.548
C 21.403 18.046 28.129
C 20.194 18.921 28.372
N 19.635 19.511 27.127
C 18.615 20.505 27.440
C 17.374 20.014 28.237
O 16.533 21.157 28.256
C 15.333 20.919 28.926
H 21.462 16.790 25.546
H 21.529 15.268 26.434
H 22.812 16.484 26.749
H 22.117 18.600 27.514
H 21.891 17.838 29.085
H 20.389 19.724 29.089
H 19.408 18.330 28.857
H 19.151 18.715 26.717
H 18.196 20.802 26.474
H 19.026 21.407 27.895
H 17.566 19.730 29.274
H 16.952 19.216 27.617
H 14.876 19.937 28.750
H 14.552 21.633 28.663
H 15.501 20.990 30.011
C 19.762 23.463 29.156
O 20.687 23.963 28.226
C 21.001 23.089 27.155
C 21.523 21.707 27.531
N 22.710 21.861 28.367
C 22.712 21.021 29.567
C 23.824 21.427 30.511
O 23.836 22.819 30.791
C 22.770 23.222 31.620
H 18.742 23.496 28.754
H 19.697 24.147 30.005
H 20.010 22.486 29.578
H 21.637 23.649 26.471
H 20.071 22.938 26.585
H 21.758 21.109 26.647
H 20.798 21.143 28.127
H 23.030 22.789 28.599
H 22.914 19.994 29.252
H 21.744 21.063 30.087
H 24.762 21.161 30.021
H 23.803 20.825 31.425
H 23.012 24.207 32.014
H 22.585 22.537 32.455
H 21.822 23.259 31.071
C 7.997 23.154 30.437
O 9.261 23.784 30.444
C 10.013 23.459 31.595
C 11.447 23.978 31.434
N 12.137 23.291 30.345
C 13.242 24.012 29.749
C 14.471 24.091 30.659
O 15.475 24.907 30.073
C 16.670 24.828 30.806
H 8.129 22.081 30.278
H 7.463 23.559 29.577
H 7.363 23.354 31.306
H 10.057 22.395 31.853
H 9.512 23.950 32.437
H 11.981 23.817 32.378
H 11.452 25.042 31.203
H 12.245 22.300 30.484
H 12.894 24.998 29.444
H 13.570 23.444 28.876
H 14.891 23.092 30.825
H 14.173 24.471 31.645
H 17.479 25.320 30.262
H 17.001 23.840 31.142
H 16.635 25.440 31.720
C 20.084 29.867 28.234
O 20.050 28.750 29.085
C 21.201 27.958 29.303
C 20.754 26.861 30.268
N 20.323 27.375 31.564
C 21.280 28.121 32.359
C 22.260 27.179 33.049
O 23.197 27.928 33.799
C 24.280 28.398 33.035
H 19.353 30.610 28.556
H 19.890 29.593 27.196
H 21.030 30.419 28.279
H 22.049 28.581 29.602
H 21.441 27.466 28.350
H 21.514 26.080 30.310
H 19.865 26.414 29.821
H 19.392 27.737 31.473
H 20.742 28.768 33.059
H 21.697 28.927 31.736
H 22.754 26.523 32.326
H 21.649 26.560 33.705
H 23.962 29.221 32.388
H 24.691 27.629 32.371
H 25.112 28.747 33.642
C 17.225 27.005 22.967
O 17.885 27.784 21.980
C 17.076 28.871 21.522
C 17.733 29.412 20.261
N 16.919 30.477 19.685
C 16.893 31.737 20.394
C 18.274 32.413 20.444
O 18.685 32.727 19.140
C 19.775 33.613 19.050
H 16.363 26.451 22.587
H 16.814 27.572 23.813
H 18.076 26.466 23.377
H 16.990 29.674 22.259
H 16.096 28.444 21.294
H 17.691 28.576 19.561
H 18.769 29.725 20.431
H 17.124 30.584 18.705
H 16.495 31.671 21.409
H 16.238 32.441 19.876
H 19.036 31.824 20.965
H 18.132 33.328 21.039
H 20.136 33.629 18.022
H 20.629 33.280 19.647
H 19.438 34.624 19.292
C 19.336 25.090 19.154
O 18.863 24.462 20.340
C 19.688 24.713 21.455
C 19.184 23.912 22.648
N 19.404 22.502 22.395
C 18.735 21.675 23.408
C 18.804 20.168 23.161
O 20.068 19.586 22.970
C 20.850 19.392 24.138
H 18.678 24.851 18.321
H 20.357 24.778 18.934
H 19.179 26.157 19.356
H 19.666 25.791 21.675
H 20.719 24.452 21.189
H 18.150 24.223 22.853
H 19.784 24.163 23.528
H 18.913 22.273 21.532
H 17.704 21.994 23.587
H 19.227 21.832 24.378
H 18.250 19.959 22.236
H 18.182 19.595 23.862
H 21.768 18.952 23.752
H 20.408 18.798 24.935
H 21.122 20.351 24.593
C 15.746 24.410 34.530
O 16.656 25.421 34.149
C 16.398 26.638 34.827
C 17.097 27.743 34.070
N 16.553 27.970 32.727
C 17.160 29.109 32.041
C 16.866 29.039 30.551
O 17.334 27.813 30.043
C 17.006 27.568 28.695
H 15.854 24.166 35.587
H 15.908 23.546 33.881
H 14.720 24.674 34.246
H 16.873 26.639 35.815
H 15.339 26.889 34.928
H 18.148 27.509 33.836
H 17.122 28.688 34.618
H 16.749 27.172 32.131
H 18.234 29.188 32.261
H 16.708 30.014 32.460
H 17.371 29.875 30.051
H 15.776 29.097 30.450
H 17.530 28.274 28.044
H 15.968 27.473 28.364
H 17.461 26.587 28.541
C 12.564 22.068 25.390
O 13.673 21.753 24.574
C 13.409 21.808 23.192
C 14.744 21.728 22.448
N 14.645 21.484 21.008
C 13.751 22.430 20.335
C 14.153 23.914 20.368
O 15.101 24.166 19.367
C 15.753 25.399 19.588
H 12.187 23.057 25.099
H 12.892 22.045 26.426
H 11.709 21.401 25.241
H 12.972 22.769 22.881
H 12.643 21.105 22.853
H 15.299 20.919 22.936
H 15.371 22.604 22.658
H 15.574 21.627 20.626
H 12.737 22.276 20.711
H 13.629 22.124 19.291
H 14.558 24.120 21.363
H 13.204 24.436 20.216
H 15.027 26.194 19.793
H 16.395 25.790 18.800
H 16.409 25.339 20.464
C 6.421 28.111 19.099
O 7.713 27.675 19.470
C 8.221 28.390 20.570
C 9.590 27.782 20.916
N 9.475 26.482 21.573
C 10.778 25.844 21.788
C 11.407 26.431 23.041
O 12.657 25.831 23.285
C 13.551 26.618 24.012
H 6.476 29.185 18.901
H 5.675 27.856 19.858
H 6.063 27.630 18.189
H 7.626 28.236 21.479
H 8.304 29.457 20.350
H 10.037 28.468 21.639
H 10.174 27.818 19.988
H 8.954 25.924 20.901
H 11.504 25.939 20.972
H 10.596 24.773 21.901
H 10.788 26.318 23.939
H 11.454 27.518 22.898
H 13.746 27.582 23.528
H 14.497 26.092 24.134
H 13.122 26.906 24.983
C 13.803 33.233 27.713
C 14.792 32.049 27.740
C 14.334 30.998 28.785
C 15.064 29.644 28.682
C 14.922 29.121 27.248
C 15.414 30.101 26.177
N 14.852 31.435 26.419
O 15.146 32.326 25.377
C 16.944 30.086 26.145
C 14.851 29.564 24.870
C 16.173 32.538 28.202
H 14.162 33.981 26.999
H 13.868 33.861 28.606
H 12.767 32.970 27.518
H 14.567 31.380 29.781
H 13.260 30.813 28.718
H 14.532 28.898 29.276
H 16.061 29.809 29.090
H 13.879 28.830 27.094
H 15.427 28.155 27.139
H 17.404 30.058 27.133
H 17.397 29.233 25.630
H 17.281 30.943 25.555
H 13.760 29.631 24.860
H 15.126 30.156 23.989
H 15.216 28.565 24.645
H 16.750 32.966 27.374
H 16.861 31.782 28.586
H 16.114 33.350 28.931
H 14.394 32.254 24.779
C 22.352 29.909 24.219
C 21.176 30.295 23.296
C 21.352 31.767 22.827
C 22.407 31.879 21.710
C 22.157 30.821 20.624
C 22.034 29.353 21.128
N 21.008 29.398 22.151
O 20.574 28.133 22.597
C 21.518 28.548 19.932
C 23.453 28.896 21.559
C 19.890 30.234 24.144
H 22.441 28.820 24.220
H 22.153 30.253 25.234
H 23.328 30.275 23.904
H 20.380 32.103 22.461
H 21.674 32.410 23.646
H 23.405 31.791 22.145
H 22.353 32.904 21.334
H 23.015 30.813 19.946
H 21.281 31.148 20.058
H 20.453 28.746 19.810
H 22.034 28.813 19.009
H 21.650 27.476 20.090
H 23.429 27.981 22.149
H 23.968 28.644 20.627
H 24.015 29.707 22.010
H 18.988 30.387 23.545
H 19.771 31.006 24.913
H 19.859 29.312 24.726
H 19.657 28.123 22.263
*
```

***

Entry 2:
C4H8BrNO3 | ωB97M-V/def2-TZVPD

SMILES string: [O-]/[N+](O)=C(\O)Br.C=CC
Highest occupied orbital energy: -0.32710 Eh
Max |F|: 4.21 eV/A
LUMO: 0.4 eV
M: 198.0 g mol⁻¹
Frontier orbital gap: 9.3 eV
Calculated total energy: -81947.4254 eV
Energy above the lowest of the compared OMol25 structures with the same formula, charge and spin: 115.9 kcal/mol

ORCA input file:
```
! RIJCOSX wB97M-V def2-TZVPD def2/J DEFGRID3
* xyz 0 1
C 0.665 0.473 1.049
C 0.726 -1.085 -0.871
C 1.116 -0.630 0.440
C -2.193 -0.566 1.172
N -2.385 0.702 1.474
O -1.961 1.166 2.716
O -2.800 1.531 0.520
O -2.782 -1.081 0.046
Br -1.523 -1.765 2.405
H 1.128 0.797 2.053
H -0.118 1.104 0.798
H -1.782 2.139 2.412
H 0.807 -2.175 -0.956
H 1.256 -0.714 -1.661
H -0.298 -0.989 -1.101
H 2.003 -1.203 0.792
H -3.324 -0.377 -0.338
*
```

***

Entry 3:
C3H8N2O2 | ωB97M-V/def2-TZVPD

Highest occupied orbital energy: -0.33280 Eh
Max |F|: 1.66 eV/A
LUMO: 0.6 eV
M: 104.1 g mol⁻¹
Frontier orbital gap: 9.7 eV
Calculated total energy: -10315.4692 eV
Energy above the lowest of the compared OMol25 structures with the same formula, charge and spin: 34.2 kcal/mol

ORCA input file:
```
! RIJCOSX wB97M-V def2-TZVPD def2/J DEFGRID3
* xyz 0 1
C 1.343 1.222 -1.320
N 1.104 -0.221 -1.215
C 0.670 -0.758 -0.075
N -0.192 -1.705 0.113
H 0.572 1.631 -1.969
H 2.337 1.428 -1.722
H 1.288 1.676 -0.336
H 0.801 -0.638 -2.081
H 0.945 -0.154 0.782
H -0.529 -2.233 -0.678
H -0.983 -1.378 0.948
O -1.434 0.997 0.946
C -1.841 0.304 1.881
O -1.703 -0.961 2.007
H -2.379 0.788 2.718
*
```